{"formula": "C28H45BrCl4NO4P", "method": "ωB97M-V/def2-TZVPD", "energy_ha": -6205.4226, "e_homo_ev": -8.27, "gap_ev": 8.3978, "species": ["C", "C", "C", "P", "O", "Cl", "C", "O", "N", "C", "C", "C", "C", "O", "C", "C", "C", "C", "C", "C", "C", "C", "Br", "C", "C", "C", "C", "C", "C", "C", "C", "C", "C", "O", "C", "H", "H", "H", "H", "H", "H", "H", "H", "H", "H", "H", "H", "H", "H", "H", "H", "H", "H", "H", "H", "H", "H", "H", "H", "H", "H", "H", "H", "H", "H", "H", "H", "H", "H", "H", "H", "H", "H", "H", "H", "H", "H", "H", "H", "C", "Cl", "Cl", "Cl", "H"], "positions_angstrom": [[-1.633, 0.562, 2.821], [-1.008, 2.027, 2.589], [0.281, 2.095, 1.649], [1.898, 1.212, 2.108], [2.873, 2.333, 3.023], [1.557, -0.344, 3.543], [0.724, 3.658, 1.814], [0.384, 4.497, 2.677], [1.689, 3.929, 0.738], [1.248, 3.024, -0.402], [2.384, 2.632, -1.460], [3.621, 3.676, -1.516], [3.980, 3.996, -3.075], [4.708, 3.050, -0.793], [6.000, 3.586, -1.154], [7.086, 3.269, 0.006], [8.426, 4.069, -0.015], [9.544, 3.872, 1.051], [9.256, 2.832, 2.171], [7.945, 2.014, 2.214], [6.833, 2.236, 1.136], [0.162, 1.879, 0.051], [0.778, -0.048, -0.136], [-1.156, 2.326, -0.736], [-2.367, 1.276, -0.726], [-2.266, 0.100, -1.823], [-2.327, -1.309, -1.054], [-3.804, -1.903, -0.834], [-3.614, -3.506, -0.575], [-4.649, -4.105, 0.500], [-5.676, -5.080, -0.315], [-5.496, -6.643, 0.105], [-6.439, -6.921, 1.392], [-7.810, -6.913, 0.891], [-8.703, -7.609, 1.802], [-2.785, 0.611, 2.753], [-1.410, 0.264, 3.910], [-1.213, -0.176, 2.060], [-0.860, 2.494, 3.632], [-1.843, 2.661, 2.096], [3.440, 2.734, 2.313], [1.614, 4.916, 0.422], [0.613, 3.775, -1.013], [2.861, 1.603, -1.275], [1.903, 2.561, -2.506], [3.379, 4.695, -1.052], [2.993, 4.283, -3.606], [4.495, 3.123, -3.596], [4.637, 4.945, -3.157], [5.953, 4.720, -1.274], [6.380, 3.067, -2.107], [8.558, 4.844, -0.856], [10.518, 4.483, 1.022], [10.063, 2.706, 2.970], [7.821, 1.249, 3.059], [5.848, 1.652, 1.191], [-0.952, 2.573, -1.848], [-1.526, 3.296, -0.237], [-2.581, 0.784, 0.280], [-3.319, 1.880, -0.992], [-1.286, 0.129, -2.410], [-3.156, 0.160, -2.542], [-1.849, -1.238, -0.003], [-1.719, -2.133, -1.596], [-4.203, -1.498, 0.174], [-4.524, -1.692, -1.692], [-3.577, -4.069, -1.569], [-2.560, -3.615, -0.108], [-4.081, -4.790, 1.230], [-5.211, -3.324, 1.109], [-6.734, -4.699, -0.078], [-5.534, -5.008, -1.451], [-4.415, -6.885, 0.416], [-5.788, -7.316, -0.786], [-6.291, -6.047, 2.120], [-6.171, -7.922, 1.889], [-8.157, -8.003, 2.739], [-9.221, -8.451, 1.217], [-9.533, -6.898, 2.173], [1.064, -1.253, -4.234], [1.070, 0.444, -3.727], [1.778, -2.279, -2.982], [-0.582, -1.784, -4.609], [1.666, -1.343, -5.135]]}